The following is a DFT calculation (ωB97M-V/def2-TZVPD) of a molecular structure, C34H48MoN4O8PSSe4.

As for the spin multiplicity: 3. Its frontier orbital gap (spin up / spin down) is 4.7752 / 4.1399 eV. The calculation puts the highest occupied orbital energy (spin up / spin down) at -2.855 / -2.220 eV. The charge is -1. As for the expectation value of S²: 2.0146. The total energy is -341745.1424 eV. The LUMO energy (spin up / spin down) is 1.9 / 1.9 eV.

The geometry in XYZ format:
```
101
Properties=species:S:1:pos:R:3:forces:R:3
Mo -1.463130 0.852217 -0.552499 -0.4 -0.7 0.0
O 2.787174 1.579314 3.897121 0.0 0.3 0.0
C 2.552095 0.550956 2.945200 0.1 0.0 0.0
C 2.398307 -0.784728 3.655460 -0.2 -0.1 -0.1
C 3.744320 -1.211435 4.257946 -0.1 -0.1 0.1
O 4.772684 -1.388813 3.299662 0.1 0.0 -0.1
C 1.915639 -1.825546 2.637664 0.1 0.2 0.0
Se 0.068741 -1.437446 2.067062 0.0 0.0 0.1
C 1.376225 -0.734047 4.792448 0.0 0.1 0.0
Se -0.448556 -0.410253 4.127674 0.3 -0.1 0.1
H 2.508301 2.407653 3.483729 0.0 -0.1 0.1
H 3.390816 0.476983 2.243475 0.0 0.0 0.1
H 1.653454 0.762635 2.377729 -0.1 0.0 -0.1
H 3.600918 -2.129662 4.844387 0.0 0.0 0.0
H 4.097649 -0.429264 4.929939 0.0 0.0 0.0
H 4.504943 -2.075310 2.678769 0.0 0.0 0.0
H 1.992932 -2.831161 3.057500 -0.1 0.0 0.0
H 2.512378 -1.771214 1.721879 0.0 0.0 0.0
H 1.616149 0.071713 5.486389 -0.1 0.0 0.0
H 1.380515 -1.683293 5.328628 0.0 0.0 0.0
O -0.699292 4.388431 -4.413352 0.0 0.1 -0.1
C -1.805401 4.293265 -3.525816 -0.1 0.0 0.1
C -2.606727 3.006720 -3.730893 0.0 0.0 0.0
C -3.330678 3.077922 -5.090691 0.1 -0.1 0.0
O -4.336069 4.078637 -5.199107 -0.1 0.1 0.0
C -3.666117 2.827848 -2.632981 0.1 0.1 -0.2
Se -3.062992 2.822569 -0.767813 -0.2 0.2 0.2
C -1.692979 1.773234 -3.849199 0.0 -0.1 -0.2
Se -0.147646 1.642600 -2.633532 0.0 0.1 0.2
H -0.026685 3.797795 -4.041309 0.0 -0.1 0.0
H -2.447657 5.155066 -3.723998 0.0 0.0 0.0
H -1.470951 4.338504 -2.486956 0.0 0.0 0.0
H -3.760971 2.090519 -5.313198 0.0 0.0 0.0
H -2.595758 3.312165 -5.862232 0.0 0.0 0.0
H -4.987906 3.910169 -4.510782 0.0 0.0 0.0
H -4.220429 1.903994 -2.820989 0.0 0.0 0.1
H -4.375466 3.660575 -2.669448 0.0 0.0 0.0
H -1.277789 1.740197 -4.860676 0.0 0.0 0.0
H -2.321908 0.887469 -3.725201 0.1 -0.1 0.1
C -0.109601 3.050792 5.722952 0.0 0.0 0.0
C -0.424509 4.398270 5.086828 -0.1 0.1 0.1
C 0.833022 5.238612 4.887509 0.0 0.0 0.0
C -1.282866 4.269824 3.830070 -0.1 0.1 0.0
N -0.796383 3.349172 2.813006 -0.1 -0.1 -0.4
C -1.520336 2.548626 2.022966 0.1 -0.1 0.0
N -0.721370 2.056999 1.091883 0.2 0.1 -0.2
N 0.493699 2.590079 1.323024 0.2 0.0 0.1
N 0.455990 3.368036 2.343238 0.2 0.0 0.2
H 0.308572 3.198400 6.719630 0.0 0.0 0.0
H 0.618879 2.497898 5.129376 0.0 -0.1 0.0
H -1.004884 2.432817 5.817624 0.0 0.0 0.0
H -1.069666 4.954156 5.779314 0.0 0.0 0.0
H 1.530084 4.755134 4.206738 0.0 0.0 0.0
H 1.333078 5.386817 5.845513 0.0 0.0 0.0
H 0.592845 6.220762 4.476852 0.0 0.0 0.0
H -1.412344 5.246160 3.356767 0.0 0.0 0.0
H -2.272929 3.902014 4.102455 0.0 0.0 0.0
H -2.577727 2.359800 2.101924 0.0 -0.1 0.0
C -3.308400 -2.720289 0.087009 -0.1 0.2 0.0
S -3.689575 -0.986187 -0.085002 0.4 -0.1 0.1
O -5.095526 -0.843898 0.164639 -0.1 0.0 0.0
O -3.223083 -0.595879 -1.426856 0.1 0.0 -0.5
O -2.798687 -0.305277 0.895672 0.0 0.0 0.2
H -3.894488 -3.268774 -0.646530 0.0 0.0 0.0
H -3.583190 -3.030588 1.092365 0.0 0.0 0.0
H -2.242886 -2.854780 -0.078233 0.0 0.0 0.0
O -0.363138 -1.284595 -0.860086 -0.6 0.2 0.2
P 0.489384 -2.250230 -1.601074 0.4 0.2 -0.2
C 2.217886 -1.924587 -1.188381 -0.1 0.0 0.0
C 2.514853 -0.605982 -0.838571 -0.1 0.0 -0.1
C 3.801700 -0.270927 -0.448651 0.0 0.0 0.0
C 4.790862 -1.244992 -0.403792 0.0 0.0 0.0
C 4.498342 -2.555639 -0.758465 0.1 0.0 0.0
C 3.212375 -2.896812 -1.149707 0.0 0.0 0.0
C 0.284346 -2.194719 -3.384881 -0.2 0.0 0.0
C 1.236177 -2.703749 -4.263048 0.1 0.0 0.1
C 1.011996 -2.650246 -5.626594 0.0 0.0 -0.1
C -0.168323 -2.101195 -6.113329 0.0 0.0 0.0
C -1.124456 -1.607848 -5.238937 0.0 0.0 0.0
C -0.899676 -1.644939 -3.869972 0.0 -0.1 0.0
C 0.171671 -3.969496 -1.131330 0.0 0.1 0.0
C 0.564904 -4.415585 0.129736 0.0 0.0 0.0
C 0.227734 -5.686873 0.559001 0.0 -0.1 0.0
C -0.507014 -6.526156 -0.269060 0.0 0.0 0.0
C -0.900282 -6.090178 -1.526537 0.0 -0.1 0.1
C -0.561268 -4.816858 -1.957246 0.0 0.1 0.0
H 1.730833 0.143641 -0.875139 0.0 0.0 0.0
H 4.027225 0.750409 -0.172459 0.0 0.0 0.0
H 5.793791 -0.981861 -0.092082 0.0 0.0 0.0
H 5.270385 -3.313597 -0.721136 0.0 0.0 0.0
H 2.979599 -3.924874 -1.402502 0.0 0.0 0.0
H 2.161407 -3.123118 -3.885579 0.0 0.0 0.0
H 1.758073 -3.029717 -6.312575 0.0 0.0 0.0
H -0.335292 -2.050860 -7.181942 0.0 0.0 0.0
H -2.040830 -1.173162 -5.614441 0.0 0.0 0.0
H -1.632906 -1.255615 -3.175160 0.0 0.1 0.0
H 1.127825 -3.762736 0.785055 0.0 0.0 0.0
H 0.528423 -6.019865 1.543704 0.0 0.0 0.0
H -0.774567 -7.518919 0.068672 0.0 0.0 0.0
H -1.479918 -6.737907 -2.170973 0.0 0.0 0.0
H -0.878013 -4.475932 -2.935259 0.0 0.0 0.0
```
Positions in Å, forces in eV/Å.